13
Properties=species:S:1:pos:R:3 method="wB97M-V/def2-TZVPD" homo_ev="-8.800 / -7.339" e_above_lowest_kj_mol=354.41 charge=0
I 2.606 1.830 -0.403
Br -2.845 3.178 -0.569
Si 0.615 0.527 0.044
O 1.116 -0.290 1.291
O -0.135 -0.293 -1.076
C 0.785 -0.937 2.460
C -0.940 -0.206 -2.309
H -0.128 -1.556 2.345
H 1.661 -1.535 2.662
H 0.620 -0.115 3.341
H -0.641 0.628 -2.894
H -1.971 -0.077 -2.051
H -0.745 -1.155 -2.842

***

10
Properties=species:S:1:pos:R:3 method="wB97M-V/def2-TZVPD" homo_ev="-9.130 / -9.015" e_above_lowest_kj_mol=343.74 charge=0
Br -0.062 1.194 -2.886
N -0.306 0.330 -0.706
C -0.441 -0.834 -0.414
C -0.027 1.402 0.118
H -0.791 2.141 -0.004
H -0.444 -1.659 -1.054
H 0.849 -3.026 2.341
H 0.561 -2.595 1.570
H 0.798 1.992 -0.159
H -0.137 1.055 1.193